No. 1
Density functional theory data (wB97M-V/def2-TZVPD) for a molecular structure, C37H61AsFeN5Si4.

The geometry in XYZ format:
```
109
Properties=species:S:1:pos:R:3:forces:R:3
Fe -0.40379 0.33256 -0.66710 -0.159 -0.326 -0.335
C 0.82731 -2.53662 -1.18340 0.031 0.038 0.012
C -0.55809 -3.13368 -1.03676 -0.052 -0.059 0.024
C -1.31900 -2.60327 0.15137 0.111 -0.003 -0.095
C -2.27523 -3.40475 0.76516 0.066 -0.044 -0.022
C -2.93844 -2.95120 1.88726 -0.014 0.025 0.035
C -2.59786 -1.70598 2.39618 0.039 -0.025 0.007
C -1.64795 -0.96970 1.72685 0.086 0.016 0.032
N -1.02967 -1.37328 0.60265 -0.253 0.001 0.188
N 0.82350 -1.18852 -1.79708 0.262 -0.012 0.037
C 2.19374 -0.63009 -1.65543 -0.042 -0.029 0.052
C 2.20217 0.83379 -1.97041 -0.115 -0.047 0.002
C 3.14080 1.42917 -2.79407 0.005 -0.052 0.041
C 3.07284 2.79559 -3.01688 0.001 -0.017 -0.003
C 2.05599 3.51847 -2.41562 -0.013 -0.007 0.026
C 1.15294 2.84689 -1.61264 0.021 0.052 -0.002
N 1.22006 1.53268 -1.37943 0.144 0.172 -0.055
C 0.45026 -1.27076 -3.22673 -0.006 -0.010 -0.027
C -0.70372 -0.39109 -3.64400 0.074 0.055 0.046
C -1.27123 -0.55178 -4.90212 0.058 0.029 0.030
C -2.23175 0.34692 -5.32581 -0.005 0.001 -0.002
C -2.59242 1.38911 -4.48224 0.010 -0.003 -0.014
C -2.01199 1.45084 -3.23379 -0.030 0.052 0.033
N -1.09530 0.57145 -2.80604 -0.105 -0.201 0.057
H 1.46844 -3.19750 -1.77793 -0.053 -0.028 -0.004
H 1.28134 -2.44083 -0.19467 -0.007 0.002 -0.012
H -0.45258 -4.21178 -0.90337 -0.004 0.004 -0.011
H -1.15282 -3.01868 -1.94962 0.015 0.072 -0.014
H -2.47463 -4.38844 0.36167 -0.009 -0.006 -0.002
H -3.68638 -3.56402 2.37190 -0.003 -0.012 0.004
H -3.04714 -1.31566 3.29822 -0.016 0.002 0.004
H -1.35372 -0.00361 2.10782 0.014 0.041 -0.022
H 2.91222 -1.18377 -2.26741 -0.028 0.047 -0.051
H 2.48498 -0.75196 -0.60698 0.007 0.008 -0.060
H 3.91271 0.82277 -3.24829 0.012 0.013 -0.011
H 3.79367 3.28452 -3.65778 0.016 0.004 0.003
H 1.95435 4.58341 -2.56515 0.000 0.011 -0.007
H 0.33629 3.38390 -1.14906 -0.018 -0.016 0.055
H 0.23004 -2.30500 -3.49641 -0.016 0.006 0.009
H 1.31313 -0.98838 -3.83795 -0.019 0.012 -0.013
H -0.94394 -1.36119 -5.54125 0.000 -0.009 -0.010
H -2.68494 0.24436 -6.30233 -0.002 0.005 -0.013
H -3.31780 2.13192 -4.78070 -0.008 0.002 0.002
H -2.28806 2.23121 -2.53584 -0.004 -0.022 0.015
C -2.15345 4.28038 0.29844 0.033 0.030 0.104
Si -1.87925 2.63393 1.13221 -0.183 -0.204 -0.135
C -2.91872 2.40166 2.66705 0.038 0.090 0.000
C -0.09107 2.43215 1.63716 0.056 0.006 0.076
N -2.19867 1.30827 -0.07029 0.139 0.383 0.259
C -3.43259 0.92388 -0.40729 -0.064 -0.047 0.026
C -3.64635 -0.30731 -1.10406 0.016 -0.091 -0.069
C -4.90765 -0.74019 -1.42230 0.055 -0.035 -0.035
C -6.02186 0.03969 -1.10250 -0.037 0.004 0.015
C -5.85571 1.26261 -0.44776 0.033 0.007 0.003
C -4.60125 1.69246 -0.09754 -0.013 0.079 0.009
H -1.73848 5.07142 0.92821 0.003 0.014 -0.003
H -3.20799 4.51193 0.14892 -0.028 -0.014 0.003
H -1.66410 4.35107 -0.67475 0.012 -0.034 -0.013
H -2.72438 3.25232 3.32669 -0.001 0.000 0.015
H -2.62275 1.50813 3.21947 0.023 -0.025 0.001
H -3.99470 2.35338 2.51080 0.014 0.005 -0.030
H 0.01075 2.85796 2.63982 -0.042 0.049 0.008
H 0.61170 2.97539 1.01122 -0.017 0.049 -0.092
H 0.29678 1.41130 1.74099 -0.073 -0.053 -0.074
H -2.78774 -0.91406 -1.36056 -0.022 0.027 -0.009
H -5.04652 -1.68586 -1.92924 0.023 -0.003 -0.004
H -7.01379 -0.30069 -1.36580 -0.008 -0.004 -0.005
H -6.72108 1.86812 -0.21644 0.007 0.023 0.012
H -4.48751 2.64594 0.39778 -0.018 -0.005 -0.023
C 5.41173 0.77344 3.69301 -0.058 -0.074 -0.028
Si 4.12873 1.01833 2.35552 0.131 0.106 -0.017
C 3.21624 2.62270 2.69268 0.000 -0.087 -0.011
C 4.96440 1.18682 0.67846 -0.033 -0.029 0.075
As 2.54691 -0.72981 2.11251 -0.089 0.097 0.026
Si 3.90908 -2.63717 1.76781 0.037 -0.086 -0.047
C 2.85849 -4.16417 2.07416 0.044 0.036 0.024
C 5.46336 -2.71725 2.80463 -0.007 0.031 -0.051
C 4.42858 -2.67026 -0.04482 0.050 -0.036 0.085
Si 1.66935 -1.10085 4.27815 -0.054 -0.026 0.169
C 2.94934 -1.24417 5.63527 0.048 0.016 -0.109
C 0.52357 0.32803 4.70616 0.050 -0.040 -0.025
C 0.63922 -2.67000 4.21955 0.070 0.030 0.012
H 6.04992 1.65978 3.72644 0.006 0.026 -0.008
H 6.05245 -0.08939 3.51482 -0.019 0.015 -0.004
H 4.95983 0.65475 4.67825 0.009 0.020 -0.025
H 3.94549 3.41583 2.87229 0.029 0.008 -0.007
H 2.57160 2.56703 3.57067 -0.009 -0.003 0.012
H 2.60716 2.91650 1.83699 0.029 -0.003 0.024
H 5.79047 1.89848 0.74143 -0.004 0.039 0.013
H 4.26145 1.55960 -0.07130 -0.009 -0.020 0.006
H 5.37822 0.24285 0.32330 0.029 -0.017 0.000
H 2.85909 -4.44186 3.12915 0.005 0.002 -0.025
H 3.27994 -5.00545 1.51893 0.020 -0.012 -0.014
H 1.81865 -4.03823 1.76431 0.005 0.004 -0.017
H 5.30046 -2.49440 3.85875 -0.025 -0.011 -0.016
H 6.22628 -2.03306 2.42912 -0.010 0.006 -0.007
H 5.87480 -3.72755 2.73494 -0.003 -0.020 -0.003
H 3.61848 -2.98295 -0.70408 -0.025 -0.020 0.015
H 5.22847 -3.40847 -0.14735 0.000 -0.016 -0.013
H 4.81915 -1.71974 -0.40840 0.016 0.020 0.015
H 3.37454 -0.27142 5.88587 -0.008 -0.007 0.006
H 3.77084 -1.90744 5.36113 -0.022 -0.004 0.020
H 2.48933 -1.64467 6.54119 -0.053 -0.003 0.003
H 1.04210 1.28667 4.74125 0.027 0.012 -0.011
H 0.10464 0.14667 5.69934 -0.008 0.003 0.014
H -0.31052 0.41911 4.00897 -0.016 -0.002 -0.025
H 1.25755 -3.56589 4.27418 -0.029 0.041 0.024
H 0.03586 -2.73701 3.31370 -0.049 0.006 -0.057
H -0.03542 -2.68410 5.07934 -0.013 0.007 0.010
```
Positions in Å, forces in eV/Å.

Values from the calculation:
Largest force on an atom (eV Å⁻¹): 0.5
Gap between HOMO and LUMO (spin up / spin down) (eV): 7.8 / 5.3
Energy (Eh): -6377.4719
<S²>: 8.801
2S+1: 6
Highest occupied orbital energy (spin up / spin down) (Eh): -0.458 / -0.458
Net charge: +2

No. 2
Density functional theory data (wB97M-V/def2-TZVPD) for a molecular structure, C2H12O3S.

The geometry in XYZ format:
```
18
Properties=species:S:1:pos:R:3:forces:R:3
C -1.83210 0.30477 0.04903 0.325 -0.136 -0.932
C -0.99129 -0.43399 -0.98637 -1.458 6.206 -3.987
S 0.36591 0.51911 -1.63986 -1.904 -1.922 0.087
H -1.04672 0.62788 0.72931 -1.316 0.645 0.460
H -2.31120 1.12617 -0.51635 0.515 -0.134 0.445
H -2.65793 -0.27695 0.46312 0.400 -0.178 0.270
H -1.61787 -0.86052 -1.78567 0.686 -0.794 0.455
H -0.61621 -1.38549 -0.37479 2.178 -0.069 -1.384
H -0.74065 -1.86503 0.10072 -0.825 -3.284 2.629
H -0.16603 -0.55009 1.85566 0.707 2.055 1.235
H -0.75586 -1.70054 1.72251 -1.191 0.511 3.088
O -0.76099 -0.98421 2.48525 0.736 -2.643 -3.503
H 1.30211 2.10844 1.43354 -0.205 -0.344 0.575
H 0.74575 1.65216 0.15121 -0.314 -0.445 -0.575
O 0.64519 1.48168 1.09420 0.908 0.965 0.791
H 1.23587 -1.69882 0.53153 0.492 -0.083 0.192
H 1.56124 -0.95455 -0.75712 0.600 -0.333 0.354
O 1.95894 -1.55866 -0.08928 -0.332 -0.017 -0.198
```
Positions in Å, forces in eV/Å.

Values from the calculation:
Largest force on an atom (eV Å⁻¹): 7.5
Gap between HOMO and LUMO (eV): 7.1
Energy (Eh): -707.0892
Highest occupied orbital energy (Eh): -0.340
Net charge: 0

No. 3
Density functional theory data (wB97M-V/def2-TZVPD) for a molecular structure, C57H69N3P2Sn.

The geometry in XYZ format:
```
132
Properties=species:S:1:pos:R:3:forces:R:3
Sn -1.32336 0.16143 0.00310 -0.194 -0.117 -0.261
C 3.90116 -1.36978 -0.50791 0.000 -0.002 0.044
C 2.61962 -0.76261 0.05643 -0.048 0.147 -0.004
C 2.83886 0.67113 0.54151 0.011 -0.047 0.049
P 1.65814 -1.76106 1.30385 -0.046 -0.043 -0.025
C 2.67574 -1.77552 2.87337 -0.030 0.029 -0.001
C 2.25189 -0.57875 3.73335 0.035 -0.012 -0.015
C 4.20038 -1.84332 2.78696 -0.002 -0.004 -0.004
C 1.83829 -3.45833 0.64646 0.051 0.068 0.032
C 2.49206 -4.49328 1.30508 -0.012 -0.069 -0.022
C 2.52908 -5.79994 0.82497 -0.024 0.045 0.025
C 3.25365 -6.89056 1.56898 0.015 -0.012 0.024
C 1.87015 -6.04750 -0.37578 -0.025 -0.052 -0.030
C 1.20175 -5.04877 -1.05481 0.035 0.031 -0.065
C 1.15990 -3.71296 -0.58172 0.045 -0.118 0.041
N 0.61405 -2.67027 -1.25638 -0.007 -0.045 -0.024
C -0.41344 -2.82737 -2.12804 -0.079 0.079 -0.002
C -1.43332 -3.80434 -2.02542 -0.005 -0.006 -0.014
C -2.48727 -3.84984 -2.91652 0.010 -0.024 0.013
C -2.60748 -2.93176 -3.95781 0.009 0.008 -0.003
C -3.74057 -3.00148 -4.94719 -0.023 0.000 -0.013
C -1.63492 -1.94194 -4.04638 -0.067 0.013 0.021
C -0.56029 -1.86395 -3.16910 0.025 -0.091 0.090
P 0.69859 -0.54637 -3.16854 -0.033 0.026 -0.089
C 0.17950 0.49156 -4.63301 0.034 0.045 -0.006
C 0.36572 -0.04898 -6.04951 0.014 -0.048 0.003
C 0.79003 1.88978 -4.50801 0.037 -0.017 -0.038
C 2.23565 -1.48614 -3.68490 0.012 -0.032 0.076
C 2.09907 -2.60421 -4.71599 -0.011 0.002 0.011
C 3.35711 -0.51894 -4.05730 -0.002 0.016 -0.016
H 4.20749 -0.82800 -1.40763 0.014 0.013 -0.005
H 3.75699 -2.41803 -0.77611 0.013 -0.005 -0.014
H 4.72736 -1.31382 0.20376 -0.014 -0.007 -0.003
H 1.87838 -0.72384 -0.75111 0.170 -0.021 0.056
H 3.59668 0.72707 1.32595 0.030 0.018 -0.005
H 1.92015 1.10250 0.94705 -0.010 0.026 0.032
H 3.17659 1.30459 -0.28536 -0.012 0.003 -0.030
H 2.31519 -2.67823 3.38144 0.001 0.022 0.015
H 2.55171 0.36789 3.28028 0.018 0.009 0.018
H 2.71601 -0.62799 4.72358 0.002 -0.010 0.014
H 1.17192 -0.53271 3.85927 -0.061 -0.023 0.026
H 4.60262 -0.91156 2.38594 -0.001 0.004 0.010
H 4.55832 -2.65576 2.15465 -0.028 -0.043 -0.015
H 4.62766 -1.97154 3.78795 0.002 -0.015 0.002
H 2.99355 -4.29192 2.24407 0.039 0.024 0.041
H 3.69183 -6.50194 2.49036 0.002 -0.001 0.000
H 4.06716 -7.32197 0.97681 -0.004 0.003 -0.006
H 2.58688 -7.71321 1.84584 -0.006 0.004 -0.006
H 1.87904 -7.05062 -0.79628 0.016 -0.008 0.006
H 0.71836 -5.28242 -1.99527 -0.010 0.012 -0.013
H -1.39340 -4.51354 -1.20808 0.011 -0.003 0.005
H -3.24944 -4.61482 -2.78932 -0.015 -0.001 -0.003
H -3.59079 -3.79119 -5.69133 0.008 0.001 -0.003
H -3.84165 -2.05658 -5.48426 0.001 0.001 -0.007
H -4.69455 -3.20485 -4.45225 -0.003 0.002 0.008
H -1.75114 -1.19208 -4.82036 -0.013 -0.017 -0.010
H -0.89467 0.61373 -4.46030 0.022 0.006 0.043
H 1.41921 -0.04412 -6.33854 0.003 -0.007 -0.001
H -0.17117 0.58339 -6.76500 -0.005 0.013 -0.006
H -0.00454 -1.06869 -6.15584 0.000 0.002 -0.007
H 1.87422 1.86706 -4.64947 -0.006 0.001 0.000
H 0.59238 2.31725 -3.52504 -0.006 0.017 0.001
H 0.36963 2.56030 -5.26502 -0.008 0.001 -0.008
H 2.49594 -1.96639 -2.73509 -0.030 0.074 -0.079
H 2.00721 -2.21799 -5.73296 -0.023 0.015 0.003
H 1.23021 -3.23011 -4.50794 0.000 -0.004 0.004
H 2.98802 -3.24338 -4.68534 0.007 -0.005 -0.009
H 3.18124 -0.06514 -5.03593 0.012 0.005 0.002
H 4.31754 -1.04126 -4.10601 0.008 -0.013 0.011
H 3.44938 0.28940 -3.32809 0.003 0.000 0.005
C -1.56581 1.10230 2.23959 0.184 -0.232 -0.099
C -0.99336 1.38613 3.31967 -0.247 0.526 0.087
C -0.37548 1.69199 4.50254 0.121 -0.232 -0.081
C -0.79465 0.96662 5.70686 -0.029 -0.097 0.031
C -0.68702 1.49946 7.00364 -0.003 0.023 0.010
C -1.14161 0.81029 8.11703 -0.013 0.001 0.013
C -1.73000 -0.44091 7.99047 -0.011 -0.022 0.018
C -1.86349 -0.98091 6.71478 0.001 -0.009 0.010
C -1.41018 -0.29562 5.60317 0.025 0.022 -0.040
C 0.72957 2.65545 4.52645 -0.024 0.088 -0.018
C 0.88069 3.60856 3.50257 -0.007 -0.016 0.003
C 1.93779 4.50008 3.49013 -0.010 -0.017 -0.030
C 2.90794 4.47985 4.48713 0.013 0.032 -0.017
C 2.79510 3.52959 5.49187 0.010 -0.003 0.012
C 1.73257 2.64041 5.51279 0.005 -0.046 0.011
H -0.26100 2.48600 7.13551 -0.015 -0.009 0.001
H -1.04314 1.26586 9.09723 -0.001 -0.005 -0.003
H -2.08206 -0.98086 8.86148 0.001 0.005 0.002
H -2.32274 -1.95466 6.58342 -0.002 -0.001 0.007
H -1.52890 -0.72261 4.61442 0.013 -0.009 -0.011
H 0.15159 3.63028 2.70150 -0.038 -0.019 -0.009
H 2.00204 5.22051 2.68427 0.021 0.045 -0.059
H 3.73640 5.17812 4.47061 -0.001 -0.004 0.001
H 3.55174 3.46493 6.26727 0.000 0.010 -0.007
H 1.69870 1.89128 6.29285 -0.003 -0.005 -0.020
C -3.47450 3.33694 1.95539 0.008 -0.008 0.015
C -3.81583 1.87746 1.65187 -0.014 -0.041 0.047
C -4.50054 1.24821 2.86733 -0.003 -0.001 -0.021
C -4.71219 1.78822 0.42659 -0.031 -0.012 0.000
N -2.59096 1.12743 1.35225 0.107 0.151 0.096
H -4.38309 3.91846 2.13828 -0.013 -0.011 0.005
H -2.93367 3.78170 1.11916 0.022 0.006 -0.043
H -2.84107 3.39424 2.84234 0.029 0.013 0.006
H -5.38573 1.82015 3.16122 0.005 0.009 -0.001
H -3.80579 1.22215 3.70902 -0.001 -0.007 0.033
H -4.80355 0.22404 2.64000 0.004 -0.011 -0.005
H -5.66837 2.28654 0.60578 -0.002 0.007 0.010
H -4.90862 0.74229 0.17937 -0.008 -0.010 -0.006
H -4.22964 2.25145 -0.43447 0.028 0.015 -0.037
C -4.26178 1.32154 -4.88241 -0.013 -0.006 -0.031
C -4.28780 0.45649 -3.79434 0.004 -0.023 0.010
C -3.45217 0.64714 -2.71088 -0.012 0.001 -0.037
C -2.53000 1.71242 -2.66505 -0.029 -0.093 0.037
C -2.51587 2.57995 -3.77930 -0.015 0.024 -0.012
C -3.36297 2.38225 -4.85512 -0.002 0.006 -0.005
N -1.66232 1.80727 -1.61050 0.048 0.047 0.143
C -1.01751 3.00010 -1.32503 0.054 0.022 -0.056
C -1.64132 4.25829 -1.37732 -0.034 -0.022 0.051
C -0.96267 5.40275 -0.99977 -0.031 0.039 -0.006
C 0.35162 5.34108 -0.55080 0.041 0.036 0.041
C 0.98108 4.10575 -0.49112 -0.022 -0.007 0.048
C 0.31367 2.95802 -0.88567 0.041 -0.010 0.007
H -4.91933 1.17007 -5.72943 -0.002 0.000 -0.003
H -4.96561 -0.38952 -3.78770 -0.007 0.000 -0.005
H -3.49197 -0.05163 -1.88307 -0.002 0.000 0.004
H -1.80230 3.39314 -3.80493 -0.012 -0.004 -0.006
H -3.30736 3.06581 -5.69629 -0.004 -0.005 -0.004
H -2.67480 4.31994 -1.69716 0.011 0.001 0.001
H -1.47491 6.35813 -1.03981 0.005 0.002 0.005
H 0.87048 6.24152 -0.24717 0.011 0.005 0.014
H 2.00166 4.02706 -0.13596 0.026 0.003 -0.004
H 0.83386 2.00555 -0.90134 -0.031 -0.008 0.024
```
Positions in Å, forces in eV/Å.

Values from the calculation:
Largest force on an atom (eV Å⁻¹): 0.6
Gap between HOMO and LUMO (eV): 5.4
Energy (Eh): -3274.6996
Highest occupied orbital energy (Eh): -0.042
Net charge: -2

No. 4
Density functional theory data (wB97M-V/def2-TZVPD) for C4H9N in the gas phase.

The geometry in XYZ format:
```
14
Properties=species:S:1:pos:R:3:forces:R:3
C 1.76861 -0.67206 -0.22503 0.871 3.600 -1.850
C 0.76853 0.39953 0.33089 2.176 -0.817 3.304
C -0.31731 1.37358 -0.25200 0.479 -0.816 -1.852
C -0.64801 0.03030 0.34838 -2.924 2.549 1.922
N -1.57731 -0.90810 -0.25311 3.006 -3.075 0.150
H 2.30238 -1.20703 0.67614 -1.354 0.757 -2.231
H 2.52717 0.08445 -0.80507 -1.088 -2.623 1.109
H 1.10964 -1.19392 -0.97572 1.543 -0.428 0.732
H 1.30704 0.63700 1.38303 -2.162 -0.048 -2.040
H -0.85759 2.33063 -0.00704 1.527 -0.902 0.576
H -0.19835 1.31091 -1.37205 -0.603 -0.118 1.061
H -1.00156 -0.04820 1.36286 0.219 1.679 0.907
H -0.99391 -1.75851 0.34416 -4.036 1.671 -2.197
H -2.58462 -0.58670 -0.04799 2.346 -1.430 0.408
```
Positions in Å, forces in eV/Å.

Values from the calculation:
Largest force on an atom (eV Å⁻¹): 4.9
Gap between HOMO and LUMO (eV): 9.5
Energy (Eh): -212.3852
Highest occupied orbital energy (Eh): -0.320
Net charge: 0
Structure (SMILES): C[C@H]1C[C@H]1N